No. 1
The following is a DFT calculation (ωB97M-V with the def2-TZVPD basis set) of a structure of composition C63H68BN12OPbS8.

ΔE to the lowest compared entry with this formula, charge and spin   3.1356 eV
⟨S²⟩   0.77
Kohn-Sham gap (alpha / beta)   0.202 / 0.181 Ha
2S+1   2
LUMO level (alpha / beta)   -0.15 / -0.73 eV

Cartesian coordinates (Å):
Pb (1.0931, -0.3448, 1.4811)
C (-0.6325, 3.6572, 6.0527)
C (0.4089, 2.6218, 6.4802)
C (0.7428, 2.8688, 7.9557)
C (1.6820, 2.7542, 5.6423)
N (-0.0927, 1.2508, 6.3134)
C (0.2213, 0.2278, 7.1650)
C (-0.2687, -0.9171, 6.6381)
N (-0.8628, -0.6276, 5.4456)
B (-1.4090, -1.8170, 4.6060)
N (-0.2454, -2.8022, 4.4030)
C (-0.4534, -4.1519, 4.3524)
C (0.7260, -4.7569, 4.1026)
N (1.6828, -3.7790, 4.0017)
C (1.0627, -2.5847, 4.1698)
S (1.8091, -1.0590, 4.1479)
C (3.1136, -4.0068, 3.7735)
C (3.5469, -3.2925, 2.4945)
C (3.8864, -3.4806, 4.9840)
C (3.3838, -5.5038, 3.6190)
N (-2.1091, -1.4608, 3.2755)
C (-3.3332, -0.8503, 3.2976)
C (-3.8821, -0.9356, 2.0691)
N (-2.9942, -1.6042, 1.2611)
C (-1.9033, -1.8903, 2.0175)
S (-0.5216, -2.7067, 1.4671)
C (-3.2635, -2.0333, -0.1151)
C (-2.1835, -1.5610, -1.0945)
C (-4.6177, -1.4852, -0.5773)
C (-3.3240, -3.5668, -0.1182)
C (-0.7553, 0.7022, 5.2517)
S (-1.4498, 1.5238, 3.9564)
H (-0.2966, 4.6466, 6.3515)
H (-1.5893, 3.4574, 6.5292)
H (-0.7688, 3.6536, 4.9776)
H (0.9587, 3.9243, 8.0936)
H (1.6240, 2.3172, 8.2680)
H (-0.0934, 2.6080, 8.5991)
H (2.1288, 3.7341, 5.7885)
H (1.4553, 2.6347, 4.5873)
H (2.4016, 1.9880, 5.9241)
H (0.7635, 0.3701, 8.0735)
H (-0.2278, -1.9180, 7.0141)
H (-2.2235, -2.3794, 5.2879)
H (-1.4301, -4.5702, 4.4771)
H (0.9376, -5.7948, 3.9750)
H (3.6404, -2.2241, 2.6596)
H (2.8241, -3.4578, 1.6984)
H (4.5094, -3.6673, 2.1591)
H (3.6949, -2.4198, 5.1123)
H (4.9507, -3.6231, 4.8275)
H (3.5855, -4.0070, 5.8880)
H (2.8794, -5.9006, 2.7418)
H (3.0799, -6.0598, 4.5033)
H (4.4521, -5.6481, 3.4856)
H (-3.7182, -0.4027, 4.1898)
H (-4.8280, -0.5707, 1.7318)
H (-2.2374, -0.4908, -1.2709)
H (-2.3171, -2.0683, -2.0476)
H (-1.1857, -1.7732, -0.7256)
H (-4.6609, -0.4003, -0.5218)
H (-5.4379, -1.9041, 0.0017)
H (-4.7659, -1.7626, -1.6168)
H (-2.3579, -3.9767, 0.1640)
H (-3.5818, -3.9251, -1.1111)
H (-4.0763, -3.9180, 0.5864)
O (-1.2378, 0.5390, 1.1238)
N (-1.2862, 1.6922, 0.5114)
C (-2.7046, 1.8640, 0.0232)
C (-3.3196, 4.2310, 0.5019)
C (-2.1010, 4.7747, 0.5839)
C (-0.9642, 4.1114, 1.1518)
C (-0.7078, 2.7920, 1.2998)
S (0.5784, 2.3041, 2.3281)
H (-3.1127, 0.8618, 0.1790)
H (-4.1616, 4.8044, 0.1466)
H (-1.9574, 5.8176, 0.3332)
H (-0.2405, 4.7584, 1.6320)
N (-0.3722, 1.7298, -0.6040)
S (-1.0600, 2.2930, -1.8525)
N (-0.6619, 1.6112, -3.2605)
S (0.0190, 0.3926, -3.9598)
N (0.4869, -0.9174, -3.3611)
S (1.5465, -1.3010, -2.0653)
N (1.0724, -0.7800, -0.8058)
C (1.4773, -3.0763, -2.3871)
C (1.5031, -3.5466, -3.6868)
C (1.4389, -4.9109, -3.9153)
C (1.3624, -5.7864, -2.8438)
C (1.3387, -5.3045, -1.5449)
C (1.3910, -3.9403, -1.3139)
C (3.0811, -0.6783, -2.8162)
C (3.9995, -1.5307, -3.4000)
C (5.1928, -1.0094, -3.8707)
C (5.4501, 0.3496, -3.7684)
C (4.5154, 1.1976, -3.1975)
C (3.3275, 0.6769, -2.7090)
C (1.3330, 1.1328, -4.9646)
C (1.5185, 2.5007, -4.9873)
C (2.5823, 3.0261, -5.7024)
C (3.4472, 2.1828, -6.3800)
C (3.2520, 0.8104, -6.3512)
C (2.1879, 0.2823, -5.6429)
C (-1.1877, -0.1247, -5.1945)
C (-1.5105, -1.4649, -5.3079)
C (-2.4549, -1.8552, -6.2416)
C (-3.0633, -0.9054, -7.0459)
C (-2.7369, 0.4366, -6.9212)
C (-1.7931, 0.8331, -5.9889)
C (-2.6861, 2.2468, -1.4129)
C (-3.5722, 2.8125, 0.8904)
C (-5.0060, 2.4370, 0.6984)
C (-5.6292, 2.4519, -0.4910)
C (-5.0789, 2.7485, -1.7796)
C (-3.7769, 2.6858, -2.1718)
C (-0.3145, 3.9011, -2.2175)
C (0.9934, 4.0705, -1.7960)
C (1.6328, 5.2743, -2.0327)
C (0.9633, 6.3001, -2.6818)
C (-0.3491, 6.1222, -3.0883)
C (-0.9995, 4.9214, -2.8513)
H (1.5606, -2.8525, -4.5104)
H (1.4450, -5.2932, -4.9265)
H (1.3148, -6.8503, -3.0236)
H (1.2724, -5.9875, -0.7109)
H (1.3572, -3.5367, -0.3162)
H (3.8139, -2.5924, -3.4369)
H (5.9358, -1.6726, -4.2910)
H (6.3952, 0.7448, -4.1111)
H (4.7250, 2.2539, -3.1045)
H (2.5978, 1.3043, -2.2173)
H (0.8374, 3.1307, -4.4371)
H (2.7343, 4.0946, -5.7235)
H (4.2791, 2.5953, -6.9310)
H (3.9317, 0.1546, -6.8722)
H (2.0226, -0.7817, -5.5968)
H (-1.0204, -2.1703, -4.6561)
H (-2.7112, -2.8985, -6.3443)
H (-3.7981, -1.2125, -7.7735)
H (-3.2167, 1.1687, -7.5530)
H (-1.5259, 1.8704, -5.8593)
H (-3.2617, 2.6466, 1.9343)
H (-5.5479, 2.1209, 1.5776)
H (-6.6939, 2.2406, -0.5019)
H (-5.8045, 2.9894, -2.5435)
H (-3.5426, 2.9056, -3.2068)
H (1.4763, 3.2562, -1.2768)
H (2.6510, 5.4124, -1.7045)
H (1.4636, 7.2422, -2.8551)
H (-0.8665, 6.9231, -3.5923)
H (-2.0261, 4.7805, -3.1469)
S (3.8051, 0.0067, 0.7927)
C (3.8103, -1.3756, -0.0606)
N (3.7944, -2.3242, -0.7321)

These are the Löwdin partial charges, in e, on atoms 1 to 5: 0.8706 -0.0700 -0.5410 -0.0471 -0.0273

No. 2
The following is a DFT calculation (ωB97M-V with the def2-TZVPD basis set) of a cluster of 2 separate species, C63H69N4O4 in total.

Kohn-Sham gap   0.153 Ha
LUMO level   -5.31 eV
Total charge   +1

Cartesian coordinates (Å):
C (-1.4030, -1.3750, -0.9072)
C (-2.1468, -0.0508, -0.7997)
C (-1.2063, 1.1077, -1.1470)
C (-3.2722, -0.1263, -1.8465)
C (-2.7370, 0.2360, 0.6129)
C (-3.7905, 1.1509, 0.6289)
C (-4.6470, 1.2205, 1.7226)
C (-4.3555, 0.4802, 2.8626)
C (-3.1131, -0.1222, 3.0223)
C (-2.7112, -0.5975, 4.4453)
C (-2.7542, -2.1246, 4.5381)
C (-3.6612, -0.0471, 5.5132)
C (-1.3337, -0.0748, 4.8182)
C (-2.2939, -0.2684, 1.8645)
N (-1.0470, -1.0028, 1.9539)
C (0.2518, -0.5282, 1.9797)
C (0.5292, 0.8170, 2.2758)
C (1.8976, 1.3136, 2.1254)
C (2.7989, 1.2155, 3.2206)
C (4.1633, 1.3509, 3.0251)
C (4.6422, 1.6010, 1.7197)
N (5.9231, 1.1019, 1.3431)
O (6.2160, 1.1129, 0.1206)
O (6.6652, 0.6101, 2.2244)
C (3.7570, 1.9782, 0.6932)
C (2.3969, 1.8300, 0.8934)
N (1.0553, -1.6908, 1.8145)
C (2.5024, -1.8902, 1.8343)
C (3.1839, -2.2746, 3.0233)
C (2.6511, -2.6942, 4.4331)
C (3.0753, -4.1439, 4.7237)
C (1.1526, -2.6132, 4.6085)
C (3.2848, -1.7732, 5.4876)
C (4.5912, -2.3328, 3.0049)
C (5.3223, -2.0147, 1.8837)
C (4.6523, -1.7780, 0.6950)
C (3.2557, -1.8461, 0.6119)
C (2.6703, -1.8357, -0.8409)
C (3.7646, -1.8897, -1.9205)
C (1.9193, -0.5316, -1.0343)
C (1.7614, -3.0314, -1.1065)
C (0.1548, -2.7958, 1.7629)
C (0.4357, -4.2465, 1.6639)
C (1.7020, -4.8794, 1.6027)
C (1.8025, -6.2671, 1.4664)
C (0.6581, -7.0665, 1.3623)
C (-0.6052, -6.4633, 1.4240)
C (-0.7148, -5.0807, 1.5812)
N (-1.0932, -2.3834, 1.8534)
H (-1.9954, -2.2181, -0.5343)
H (-1.1452, -1.5792, -1.9595)
H (-0.4613, -1.3409, -0.3571)
H (-1.7700, 2.0428, -1.2671)
H (-0.4768, 1.2613, -0.3378)
H (-0.6593, 0.9086, -2.0799)
H (-3.7783, 0.8330, -1.9971)
H (-2.8629, -0.4366, -2.8168)
H (-4.0154, -0.8738, -1.5434)
H (-3.9897, 1.7730, -0.2430)
H (-5.5380, 1.8375, 1.6839)
H (-5.0921, 0.4515, 3.6665)
H (-2.1537, -2.6057, 3.7624)
H (-2.3873, -2.4494, 5.5207)
H (-3.7895, -2.4667, 4.4229)
H (-3.7389, 1.0471, 5.4513)
H (-4.6603, -0.4883, 5.4255)
H (-3.2771, -0.2910, 6.5142)
H (-1.3149, 1.0169, 4.7709)
H (-1.0376, -0.3974, 5.8276)
H (-0.5841, -0.4339, 4.1250)
H (-0.1848, 1.3124, 2.9617)
H (2.3945, 0.9628, 4.2038)
H (4.8885, 1.2122, 3.8216)
H (4.1883, 2.3390, -0.2378)
H (1.6976, 2.0674, 0.0829)
H (4.1642, -4.2571, 4.7456)
H (2.6856, -4.4551, 5.7011)
H (2.6742, -4.8240, 3.9627)
H (0.7923, -1.6201, 4.3341)
H (0.6248, -3.3797, 4.0306)
H (0.9030, -2.7752, 5.6677)
H (3.1079, -0.7211, 5.2317)
H (2.8393, -1.9738, 6.4705)
H (4.3657, -1.9273, 5.5747)
H (5.1399, -2.6165, 3.9023)
H (6.4144, -2.0000, 1.9147)
H (5.2637, -1.5777, -0.1813)
H (4.3817, -2.7897, -1.8241)
H (3.3017, -1.9156, -2.9148)
H (4.4102, -1.0046, -1.8947)
H (1.3060, -0.3163, -0.1545)
H (2.6263, 0.2986, -1.1481)
H (1.2747, -0.5582, -1.9224)
H (0.8838, -3.0270, -0.4600)
H (1.4049, -3.0142, -2.1473)
H (2.3008, -3.9718, -0.9403)
H (2.6136, -4.2775, 1.6434)
H (2.7947, -6.7226, 1.4296)
H (0.7567, -8.1472, 1.2270)
H (-1.5059, -7.0727, 1.3411)
H (-1.6956, -4.6073, 1.6393)
C (2.0830, 8.8927, 3.6143)
O (2.2569, 7.8052, 2.6740)
C (1.5683, 6.6463, 2.8527)
C (1.6060, 5.6999, 1.7995)
C (0.8068, 4.5788, 1.8306)
C (0.0072, 4.2492, 2.9634)
C (-0.8970, 3.1172, 2.9610)
C (-2.0734, 3.2569, 3.8658)
C (-3.3544, 3.6270, 3.3880)
C (-4.4471, 3.7843, 4.2301)
C (-4.2844, 3.5642, 5.5999)
O (-5.4134, 3.2998, 6.3952)
C (-6.1363, 4.3509, 6.9450)
C (-7.5000, 4.1123, 7.1501)
C (-8.2936, 5.1376, 7.6608)
C (-7.7159, 6.3636, 8.0031)
C (-6.3478, 6.5808, 7.8200)
C (-5.5428, 5.5746, 7.2737)
C (-3.0134, 3.3623, 6.1383)
C (-1.9364, 3.1973, 5.2775)
C (0.0851, 5.1646, 4.0597)
C (0.8119, 6.3394, 4.0085)
H (2.7483, 9.6670, 3.2337)
H (1.0460, 9.2573, 3.6147)
H (2.3831, 8.5973, 4.6290)
H (2.2530, 5.9261, 0.9524)
H (0.7575, 3.9351, 0.9553)
H (-1.1306, 2.6963, 1.9766)
H (-3.4900, 3.8072, 2.3219)
H (-5.4415, 4.0325, 3.8508)
H (-7.9053, 3.1411, 6.8820)
H (-9.3618, 4.9681, 7.7939)
H (-8.3293, 7.1555, 8.4273)
H (-5.8855, 7.5308, 8.0934)
H (-4.4727, 5.7212, 7.1059)
H (-2.8992, 3.2886, 7.2181)
H (-0.9469, 3.0148, 5.7025)
H (-0.4784, 4.9969, 4.9796)
H (0.7966, 7.0432, 4.8475)

These are the Löwdin partial charges, in e, on atoms 1 to 5: -0.0546 -0.5159 -0.0395 -0.0516 -0.0759

Listing E for the structures above in their given order: -6576.66975, -2961.57994 Eh.
Listing largest force on an atom for the structures above in their given order: 0.0340, 0.0958 Eh/bohr.